Below is a structure of composition C22H20B2BaF7N6O6 in a non-equilibrium geometry, with properties calculated with wB97M-V/def2-TZVPD.

Output
- HOMO-LUMO gap (spin up / spin down) (eV) = 5.886 / 3.476
- total charge = +1
- energy relative to the best compared isomer or geometry (same formula, charge and spin) (kJ/mol) = 35.11
- HOMO (spin up / spin down) (hartree) = -0.439 / -0.433
- LUMO level (spin up / spin down) (eV) = -6.056 / -8.307

Atoms and positions in Å:
Ba  -17.524  -0.624  3.608
C  -15.680  -5.186  1.912
C  -15.889  -3.705  2.207
N  -17.095  -3.210  2.137
O  -18.006  -4.118  2.080
B  -18.961  -3.922  3.196
F  -19.434  -2.574  3.335
F  -20.007  -4.739  2.892
O  -18.205  -4.300  4.487
N  -17.505  -3.257  4.997
C  -16.563  -3.661  5.831
C  -16.436  -5.139  6.349
C  -15.767  -2.640  6.369
N  -15.666  -1.491  5.657
O  -14.522  -0.743  5.895
B  -13.509  -1.065  4.887
F  -13.273  -2.471  5.038
F  -12.379  -0.263  5.082
O  -14.033  -0.841  3.533
N  -15.043  -1.634  3.172
C  -14.763  -2.797  2.692
C  -13.349  -3.279  2.590
C  -14.932  -2.748  7.632
H  -15.276  -5.793  2.787
H  -14.861  -5.405  1.271
H  -16.605  -5.541  1.563
H  -15.547  -5.636  5.958
H  -17.359  -5.652  6.007
H  -16.379  -5.181  7.434
H  -12.744  -2.505  2.699
H  -13.145  -3.727  1.609
H  -13.271  -3.997  3.422
H  -14.467  -1.731  7.776
H  -14.127  -3.507  7.387
H  -15.560  -2.954  8.467
C  -19.411  4.233  2.622
C  -19.219  2.920  3.075
N  -18.749  2.019  2.236
C  -18.229  2.374  1.031
C  -18.347  3.747  0.601
C  -19.033  4.640  1.405
C  -17.809  4.308  -0.570
C  -17.107  3.453  -1.404
C  -16.845  2.096  -1.008
C  -15.986  1.252  -1.702
C  -15.379  0.152  -1.090
C  -15.897  -0.258  0.186
N  -16.877  0.385  0.783
C  -17.353  1.534  0.258
H  -20.003  4.900  3.247
H  -19.468  2.483  4.030
H  -19.195  5.649  1.081
H  -17.873  5.414  -0.756
H  -16.616  3.752  -2.347
H  -15.659  1.474  -2.764
H  -14.633  -0.448  -1.640
H  -15.391  -1.099  0.716
F  -19.291  1.846  8.005
C  -19.999  0.852  7.398
F  -21.309  1.104  7.582
F  -19.760  -0.418  8.000
C  -19.615  0.844  5.918
O  -18.369  0.663  5.827
O  -20.498  1.089  5.084

Atom charges from the Löwdin analysis, given in e for atoms 1 to 6:
1. Ba 1.962
2. C 0.020
3. C -0.196
4. N -0.023
5. O 0.032
6. B -1.037